# 1
The following is a DFT calculation (the ωB97M-V functional and the def2-TZVPD basis) of a molecular structure, C27H42Cl3N4O3SSiZn.

Geometry as XYZ:
```
82
Properties=species:S:1:pos:R:3:forces:R:3:lowdin_charge:R:1
C 2.48826 -2.04720 -7.50647 0.2599 -0.1221 0.0922 -0.03
C 1.75014 -1.42522 -8.64842 -0.3607 0.0205 -0.8628 -0.24
H 2.56365 -3.13164 -7.63486 0.0329 0.2113 0.1544 0.07
H 1.99074 -1.84176 -6.54950 0.0649 -0.0095 -0.2075 0.09
H 3.51252 -1.64806 -7.44200 -0.2032 -0.0754 0.0552 0.09
C 1.56730 -2.01718 -9.83661 0.2004 0.4486 0.6967 -0.10
C 2.18792 -3.31438 -10.22499 -0.1202 -0.5988 -0.3582 -0.11
H 0.93553 -1.54156 -10.58756 0.3300 0.0999 0.1430 0.11
H 2.15925 -4.06692 -9.42585 0.0057 0.1735 -0.1887 0.07
H 3.23807 -3.20289 -10.53440 -0.2225 0.0493 0.1047 0.08
H 1.64306 -3.71418 -11.08617 0.1693 -0.1534 0.1048 0.07
Zn 0.58714 -0.22705 -0.42145 -0.2834 -0.1256 0.1517 -0.05
Cl 1.82966 1.31826 0.61535 0.3906 0.1907 -0.0587 -0.05
Cl 1.11513 -1.31346 -2.34197 0.4059 0.2712 -0.0029 0.01
C -0.11179 2.25781 -1.79871 -0.7203 -1.7648 0.8472 -0.34
O -0.76865 1.30182 -1.30304 1.1513 1.7029 -0.9226 -0.11
N -0.62318 3.21246 -2.58216 -0.2314 0.2192 -0.1836 -0.18
C -2.04042 3.28858 -2.91253 0.1032 -0.0451 -0.1045 -0.03
C 0.25622 4.19082 -3.20666 -0.0449 -0.1819 0.1470 -0.04
H 0.96834 2.37378 -1.59846 -0.3044 -0.1442 -0.0258 0.08
H -2.62312 2.67696 -2.21886 0.2144 0.0621 -0.1193 0.10
H -2.21731 2.94646 -3.94447 0.0205 0.0124 0.2786 0.08
H -2.35322 4.33821 -2.84761 -0.0136 -0.2020 0.0515 0.09
H 1.25839 4.05804 -2.78639 -0.1578 0.1449 -0.1713 0.09
H -0.10333 5.20474 -2.98698 0.1287 -0.1655 -0.0846 0.09
H 0.29788 4.04385 -4.29730 -0.0339 0.0736 0.2941 0.08
H 0.23236 -4.53381 -1.49439 -0.2001 0.1571 0.2328 0.09
H -0.56011 -2.88299 -3.21913 -0.4138 -0.0240 -0.0096 0.00
C -0.73653 -4.50165 -0.97416 -0.3858 -0.0657 0.0828 -0.11
C -1.56139 -3.14295 -2.84147 0.3955 0.0731 -0.2807 -0.11
N -1.49528 -3.34776 -1.41540 -0.4583 0.1844 0.1024 -0.21
H -0.55850 -4.43729 0.10421 -0.0088 -0.0455 -0.3099 0.04
C -2.02269 -2.43214 -0.55798 0.2810 0.5344 0.0082 -0.42
O -2.37560 -1.28832 -0.84773 -0.0322 -1.2221 -0.0196 -0.03
H -2.25623 -2.32594 -3.06068 0.1720 -0.1891 0.0478 0.09
H -2.09710 -2.80736 0.48191 0.0597 0.0544 -0.3687 0.10
H -1.29028 -5.42272 -1.21437 0.1481 0.0437 0.0624 0.08
H -1.88430 -4.07725 -3.32204 -0.1195 0.1493 0.0478 0.08
O -0.09223 -0.27234 -7.71472 0.0665 -0.1249 -0.3983 -0.18
C 1.15450 -0.05714 -8.36544 -0.6243 0.0366 0.3189 -0.30
C -0.19192 0.82480 -10.34897 0.2813 0.2044 -0.1191 -0.04
C 0.98801 0.82762 -9.59748 0.2360 -0.0041 0.2330 -0.19
H -1.03802 0.20896 -10.02513 0.3574 0.2838 -0.0861 0.12
C -0.26229 1.59668 -11.51624 0.1865 -0.0605 0.1831 -0.08
H 1.84994 0.43486 -7.66962 -0.0482 0.1683 -0.0886 0.15
C 2.08005 1.62196 -9.98320 -0.4624 -0.3477 -0.2274 -0.03
H -1.18652 1.60239 -12.09798 0.3091 0.0177 0.1099 0.10
C 0.84628 2.33918 -11.93767 0.0516 -0.1211 0.1023 -0.10
C 2.02087 2.34735 -11.17252 -0.1351 -0.0254 0.0997 -0.09
H 2.97340 1.61237 -9.34923 -0.2525 0.0866 -0.3429 0.12
H 0.80433 2.90351 -12.87210 -0.0180 -0.1365 0.3167 0.10
H 2.89388 2.91612 -11.49964 -0.3186 -0.0912 0.0642 0.10
Si -0.92678 0.56713 -6.54813 0.2882 -0.1822 0.1393 0.39
Cl 0.59205 -2.13985 0.90975 0.5003 -0.0828 0.1621 0.09
C -2.72987 0.20685 -6.87776 -0.0777 -0.0066 -0.0910 -0.15
C -0.58322 2.40163 -6.73830 -0.0351 0.1568 -0.0704 -0.15
C -0.41806 -0.10323 -4.89447 -0.1523 0.2656 -0.1402 -0.20
H -2.97210 0.33756 -7.94047 0.0057 0.0149 0.1904 0.02
H -3.36962 0.87819 -6.28891 0.0672 -0.1776 -0.0955 0.03
H -2.96118 -0.82975 -6.59916 0.0055 0.2211 -0.0430 0.04
H -0.55757 -1.19160 -4.87544 0.0153 0.2223 0.0328 0.02
H -1.01895 0.31908 -4.07868 0.1044 -0.1375 -0.0018 0.03
H 0.63185 0.08526 -4.64451 -0.1730 -0.0201 -0.0633 0.00
H -0.73570 2.71838 -7.78101 0.0185 -0.0427 0.2495 0.03
H 0.44760 2.65654 -6.45412 -0.2142 -0.0395 -0.0378 0.03
H -1.27387 2.97500 -6.10158 0.2143 -0.0573 -0.1462 0.01
N -1.74659 -1.55443 2.65720 0.0024 -1.3310 -0.1297 0.05
C -1.82197 -0.24204 2.77253 -0.0253 2.0996 -0.5308 -0.68
N -1.30397 0.64998 1.95754 -0.1781 -1.5488 0.1606 0.10
C -1.44163 1.92033 2.43552 -0.3917 0.1277 1.3209 -0.31
C -0.85013 3.06597 1.89613 -0.0532 -0.1002 -0.0403 -0.05
C -0.84445 4.24679 2.62874 -0.4214 -0.2243 0.3413 -0.10
C -1.47148 4.30261 3.88662 -0.1468 0.0174 0.1068 -0.12
C -2.14675 3.18863 4.40712 -0.0247 0.0806 -0.0385 -0.13
C -2.14559 2.00881 3.68127 0.6053 0.4470 -0.6793 -0.49
S -2.71160 0.42620 4.15656 0.2398 0.3837 -0.0304 1.02
H -2.20054 -2.12450 3.35851 0.3443 0.1746 -0.2145 0.09
H -0.94488 -1.92774 2.10170 -0.4614 0.1749 0.2193 -0.08
H -0.34648 2.96198 0.94093 0.0375 0.0837 0.2183 0.05
H -0.33668 5.12707 2.23643 -0.1032 -0.1925 0.1005 0.09
H -1.42147 5.21855 4.48204 -0.0577 -0.2784 -0.2369 0.09
H -2.63888 3.18678 5.38269 0.2189 0.3234 -0.2443 0.10
```
Forces are in eV/Å.

## Properties
HOMO level	-5.020	eV
F_max	2.25	eV/Å
total energy	-5346.68721	Ha
charge	-1

---

# 2
The following is a DFT calculation (the ωB97M-V functional and the def2-TZVPD basis) of 6 unconnected molecules or ions with the total composition C27H42N3O20PS.

Geometry as XYZ:
```
94
Properties=species:S:1:pos:R:3:forces:R:3:lowdin_charge:R:1
C -2.12677 -4.46528 0.44636 0.6770 1.2313 0.4273 -0.02
C -1.71152 -3.15663 0.97413 -0.6791 -0.5400 -0.3534 -0.08
C -2.77561 -1.96540 0.91235 -1.0189 -1.7255 2.9380 -0.20
C -3.62398 -1.60143 2.26329 1.3226 -0.5824 0.9566 -0.40
O -3.66486 -2.20547 3.34645 -0.8163 2.6994 -4.3043 0.09
O -4.28556 -0.35842 1.88941 0.5356 -0.3465 1.2638 -0.12
C -3.72766 0.23513 0.66863 1.3199 -1.9352 -0.5628 -0.62
N -3.63802 1.72487 0.58828 -1.0986 -1.3740 0.4294 0.05
P -5.05262 -0.16711 -0.66040 -1.7198 0.2477 -1.4890 0.97
N -6.35511 -1.05798 0.15786 1.8603 -0.2812 -0.1220 -0.16
O -4.47778 -1.25465 -1.85915 -0.9244 -0.5114 1.7492 -0.34
C -2.28672 -0.47323 0.60764 -0.8482 0.0609 -0.0137 -0.50
S -1.48386 0.05245 2.21528 0.5302 0.5032 0.6305 0.90
C -1.28792 -0.17699 -0.62228 -0.2280 0.6447 0.0961 -0.09
O 0.03731 0.11821 -0.03915 -1.5069 0.4248 -0.7218 -0.22
N 0.80459 -0.99345 -0.12688 1.0357 -1.5803 1.7491 -0.03
O 1.37320 -1.20767 0.90819 -0.4377 0.4706 -1.9300 0.01
H -2.69039 -5.20004 1.10816 -1.0541 1.7049 -1.5856 0.07
H -1.89959 -4.72887 -0.64025 1.4269 -0.7002 2.1426 0.06
H -0.65837 -3.01011 1.41520 -1.1426 0.4851 -2.2474 0.11
H -3.60783 -2.42442 0.26751 1.4288 1.3543 0.3015 0.12
H -4.61927 2.04613 0.73888 0.9343 0.0420 -0.0634 0.08
H -3.49545 1.90879 -0.42926 -0.0538 -0.0150 0.9075 0.06
H -5.96821 -1.91002 0.60046 -0.4297 0.5578 0.0294 0.04
H -6.77526 -0.47404 0.90610 0.4321 -0.4735 -0.8252 0.05
H -4.97178 -2.11187 -1.81441 0.6071 0.8922 -0.0886 0.06
H -2.01693 1.28641 2.59662 0.0587 -1.1354 -1.0524 -0.04
H -1.61692 0.79008 -1.14687 0.5506 -1.5586 0.6191 0.13
H -1.12625 -1.05225 -1.33133 -0.6183 1.1313 0.8569 0.14
C -3.38198 1.00392 -6.58809 0.0928 0.2887 -0.3924 -0.02
C -2.58194 1.54806 -5.42323 -0.3584 -0.6231 -0.8057 -0.34
C -3.12863 1.14702 -4.08383 -0.0815 -0.6467 0.3000 -0.12
O -2.73561 2.23339 -3.25162 0.0609 0.3621 -0.1365 0.03
C -2.63863 3.32777 -4.06105 0.1277 1.2067 0.2815 -0.54
O -2.54157 4.45138 -3.66411 -0.0535 -0.8923 -0.2723 0.16
O -2.66801 2.97169 -5.37373 0.0778 0.1298 0.7325 0.09
H -2.87915 1.23305 -7.53099 -0.0184 -0.0977 0.0807 0.09
H -3.50400 -0.07913 -6.51541 0.0595 0.0739 0.0603 0.09
H -4.36839 1.47211 -6.63834 0.0561 -0.0945 0.2051 0.10
H -1.52647 1.27202 -5.52342 -0.0387 0.0418 0.0960 0.16
H -2.69885 0.20996 -3.72446 -0.0432 0.1626 0.1243 0.13
H -4.22002 1.06907 -4.06256 0.0501 -0.0148 -0.1264 0.14
C 2.31458 1.53931 1.47450 -0.3125 0.2483 -0.1273 -0.03
C 2.70804 2.78683 2.23695 0.1280 -0.9086 -0.8212 -0.33
C 3.45582 2.50032 3.50523 0.7536 -0.1968 0.1012 -0.11
O 3.11001 3.61005 4.32705 -0.5828 0.2269 -0.0786 0.06
C 1.88610 4.03814 3.90544 -0.5548 0.6550 0.4529 -0.54
O 1.19815 4.81106 4.50843 0.4942 -0.5383 -0.4355 0.15
O 1.55037 3.47262 2.71451 0.1463 0.3884 0.6904 0.09
H 1.87355 1.80952 0.51199 0.1013 -0.0374 0.0698 0.09
H 3.17787 0.89632 1.29109 0.0139 0.1558 0.0400 0.07
H 1.55519 0.97174 2.01703 0.1651 0.1223 0.0941 0.06
H 3.26765 3.46912 1.58832 0.0245 -0.0008 0.1456 0.16
H 4.53476 2.45663 3.34733 -0.1172 0.1234 0.0987 0.13
H 3.13137 1.58196 4.00528 -0.1106 -0.0073 -0.1503 0.14
C -12.16186 -0.91673 -0.64073 -0.1745 -0.2068 -0.4084 -0.02
C -10.65075 -0.98208 -0.71712 -1.0639 -0.1848 0.2912 -0.34
C -9.96354 0.02975 0.15350 0.1453 0.0694 0.6292 -0.11
O -8.74875 0.26746 -0.54782 -0.3498 0.1201 -0.5574 0.01
C -9.00495 0.01690 -1.86294 0.8085 0.2615 -0.7989 -0.54
O -8.27488 0.32112 -2.76079 -0.5329 -0.2739 0.6706 0.15
O -10.19640 -0.62149 -2.01949 0.6319 0.2662 0.0996 0.09
H -12.60427 -1.74166 -1.20466 0.0192 0.0398 0.1235 0.09
H -12.51091 -0.97777 0.39255 0.0971 -0.0216 -0.0476 0.09
H -12.53721 0.00596 -1.09088 0.1587 0.0237 0.1527 0.09
H -10.30167 -1.99767 -0.50145 0.0775 0.0976 0.0153 0.16
H -9.76330 -0.35521 1.15548 0.1505 0.0768 -0.1196 0.14
H -10.50832 0.97536 0.23786 -0.1191 -0.1135 -0.0638 0.14
C 5.13660 -2.61251 -0.59820 -0.3419 0.1886 -0.2987 -0.02
C 6.10584 -1.50162 -0.25216 -0.3883 -1.0263 -0.4527 -0.34
C 6.78893 -1.69419 1.06970 0.5486 -0.5315 0.1958 -0.10
O 7.04136 -0.35662 1.48650 -0.3994 0.4816 -0.1835 0.06
C 6.08211 0.41723 0.90508 -0.1323 0.7980 0.1282 -0.54
O 5.85901 1.55496 1.20735 0.1329 -0.7340 -0.1589 0.15
O 5.41221 -0.26928 -0.05863 0.3844 0.5365 0.5720 0.08
H 4.75426 -2.47718 -1.61299 0.0865 -0.0746 0.0662 0.09
H 5.61621 -3.59194 -0.53705 0.0519 0.1136 -0.0059 0.09
H 4.26899 -2.59695 0.06711 0.1799 0.0048 0.0992 0.09
H 6.83148 -1.36345 -1.06077 0.0223 0.0527 0.1268 0.16
H 7.72203 -2.25279 0.97463 -0.0064 0.2080 0.0869 0.14
H 6.15790 -2.17962 1.82075 -0.0916 0.0029 -0.1438 0.14
C 11.52472 0.23143 3.43393 0.1271 -0.4263 0.2384 -0.02
C 11.89636 0.04234 1.97810 -0.0196 0.3937 1.0680 -0.34
C 11.13746 0.94148 1.04581 0.0143 0.6956 -0.1148 -0.11
O 11.09295 0.17622 -0.15326 -0.0121 -0.6127 0.0877 0.07
C 11.15831 -1.13322 0.21858 -0.1443 -0.6930 -0.6459 -0.54
O 10.92815 -2.05352 -0.51223 0.1129 0.6402 0.5485 0.15
O 11.51605 -1.25609 1.52541 -0.1519 0.0135 -0.7265 0.09
H 12.18178 -0.36513 4.07173 -0.0169 0.1256 -0.0347 0.09
H 11.60952 1.27843 3.73331 0.0294 -0.0587 -0.0916 0.09
H 10.50542 -0.11374 3.62593 0.0171 0.1566 -0.1724 0.09
H 12.97826 0.14868 1.84389 -0.0769 -0.0011 -0.0934 0.16
H 11.64835 1.89165 0.88009 -0.0665 -0.1431 -0.1729 0.14
H 10.11140 1.14082 1.37078 0.0693 -0.0836 0.1275 0.14
```
Forces are in eV/Å.

## Properties
HOMO level	-7.839	eV
F_max	5.15	eV/Å
total energy	-3462.38452	Ha